Here is a 2-piece molecular cluster, C4H7I overall in a non-equilibrium geometry from the OMol25 dataset. Energies are from wB97M-V/def2-TZVPD.

The energy above the lowest of the compared OMol25 structures with the same formula, charge and spin is 51.5 kcal per mole. For the HOMO energy, the calculation gives -9.17 eV. The value obtained for the LUMO energy is 0.326 eV. The value obtained for the orbital gap is 9.50 eV.

CARTESIAN COORDINATES (ANGSTROEM)
C  0.95176  -0.50249  -0.62289
C  -0.29757  -0.44234  0.30391
C  0.96214  0.19156  0.67513
C  -1.41184  0.37976  -0.50546
I  1.89049  -0.28322  2.59006
H  1.52380  -1.38631  -0.78762
H  0.78345  -0.05069  -1.62019
H  -0.71880  -1.23806  0.92034
H  1.06284  1.71386  0.78837
H  -0.95420  1.36038  -0.62784
H  -2.26012  0.55880  0.22241
H  -1.53195  -0.30126  -1.33622

Forces on the atoms, in the same order (eV/Å):
-0.5 -0.9 -0.2
-1.0 0.8 -1.6
0.5 5.9 1.6
1.1 -0.6 3.7
-0.2 -0.3 -1.2
0.4 -0.7 0.5
0.2 0.5 1.0
0.6 -0.1 -0.4
-0.5 -4.6 -0.8
-0.2 -0.1 -0.9
0.4 -0.5 -1.4
-0.9 0.7 -0.5


Here is C4H10O2PtSe3Te as an isolated structure from the OMol25 dataset. Energies are from wB97M-V/def2-TZVPD.

For the HOMO energy (spin up / spin down), the calculation gives -7.06 / -7.02 eV. As for the spin multiplicity: 3. The value obtained for the LUMO energy (spin up / spin down) is -0.392 / -1.889 eV. The value obtained for the orbital gap (spin up / spin down) is 6.66 / 5.13 eV.

CARTESIAN COORDINATES (ANGSTROEM)
Pt  1.13501  -1.15951  0.72106
Se  3.33301  -1.53661  0.04206
Se  4.45661  -0.85591  1.92566
Te  2.92111  -0.92891  3.98906
Se  0.61761  -1.10111  3.09826
C  -2.00379  -1.88471  -0.50134
O  -1.20729  -0.82671  -0.02244
C  -1.58359  0.43979  -0.51494
C  -0.71809  1.50949  0.16186
O  0.66481  1.32709  0.00256
C  1.15021  1.57159  -1.30184
H  -3.06119  -1.69001  -0.28724
H  -1.68539  -2.78541  0.02066
H  -1.88269  -2.02551  -1.58284
H  -2.63639  0.63219  -0.26564
H  -1.47699  0.46689  -1.61064
H  -0.89009  1.45179  1.24206
H  -1.01979  2.49659  -0.21574
H  0.85981  2.57309  -1.64094
H  0.79151  0.82679  -2.01724
H  2.23551  1.49909  -1.24244

Forces on the atoms, in the same order (eV/Å):
-0.7 -0.3 -0.3
0.0 0.0 0.4
0.0 0.1 0.6
0.0 -0.2 -0.6
0.6 0.1 0.0
-0.2 -0.3 -0.1
0.3 0.1 0.3
0.2 0.5 0.0
-0.4 -0.3 0.0
0.0 0.1 -0.2
0.1 0.1 0.0
0.1 0.0 0.0
0.0 0.0 -0.1
0.0 0.1 0.1
0.1 0.0 -0.1
0.0 0.0 0.1
0.0 0.1 -0.1
0.0 -0.1 0.1
0.0 0.0 0.0
0.0 0.0 0.0
-0.1 0.0 0.0


Here is C29H55ClNOP2PtSi2 as an isolated structure in a non-equilibrium geometry from the OMol25 dataset. Energies are from wB97M-V/def2-TZVPD.

For the HOMO energy (spin up / spin down), the calculation gives -5.25 / -6.34 eV. As for the spin multiplicity: 6. The value obtained for the LUMO energy (spin up / spin down) is 0.169 / -2.702 eV. The value obtained for the orbital gap (spin up / spin down) is 5.42 / 3.63 eV.

CARTESIAN COORDINATES (ANGSTROEM)
Pt  0.68977  -0.14388  -0.90572
C  -0.46245  -2.38640  1.22297
C  -0.77966  -2.60577  -0.13399
C  0.45639  -2.45523  -0.89401
Si  -2.51450  -2.71476  -0.81937
C  1.50083  -2.07926  0.04972
C  0.88295  -1.99399  1.37128
Si  1.63339  -1.25974  2.91386
H  -1.16186  -2.52693  2.04908
H  0.64116  -2.85157  -1.88536
H  2.56370  -2.16671  -0.15047
Cl  2.20155  3.64528  -3.87230
C  0.48509  -1.44159  4.37490
C  3.30179  -2.01718  3.27726
C  -3.75843  -3.09172  0.52021
C  -2.64402  -4.00176  -2.16532
H  3.31000  -3.05818  2.92982
H  3.43813  -2.01709  4.36639
H  4.14199  -1.48378  2.81893
H  -0.03000  -0.50084  4.60502
H  1.07103  -1.74484  5.25204
H  -0.26933  -2.21326  4.18154
H  -1.91490  -4.79765  -1.97107
H  -2.49223  -3.62090  -3.18045
H  -3.64981  -4.43794  -2.10540
H  -3.28053  -3.66552  1.32365
H  -4.56518  -3.70024  0.09297
H  -4.19569  -2.18235  0.94711
C  1.76283  0.57336  2.45493
C  -2.74233  -0.94471  -1.46966
P  2.14545  0.90712  0.70244
H  2.49689  1.04229  3.12960
H  0.77997  1.03585  2.65532
P  -1.27290  -0.23325  -2.29269
H  -2.94396  -0.28943  -0.60144
H  -3.62519  -0.92358  -2.12743
C  -1.88266  1.35301  -3.04313
C  -0.92314  -1.32128  -3.78013
C  3.90983  0.31369  0.46545
C  2.19206  2.76862  0.67204
C  0.78136  3.34323  0.52715
H  2.77609  3.01638  -0.23255
C  2.84434  3.41747  1.89715
H  2.26993  3.21358  2.80978
H  2.84418  4.50399  1.73873
H  3.87894  3.11480  2.06154
H  0.40897  3.25105  -0.49564
H  0.79553  4.41343  0.77522
H  0.06544  2.83759  1.19105
H  3.86110  -0.73927  0.79149
C  4.94666  1.03932  1.32548
C  4.33312  0.34993  -1.00773
H  4.69853  1.07556  2.39313
H  5.11545  2.05686  0.95238
H  5.90654  0.50984  1.23838
H  3.82049  -0.42103  -1.59042
H  5.41230  0.16136  -1.07363
H  4.12764  1.32688  -1.46369
H  -0.83424  -2.32944  -3.34568
C  0.40779  -0.95785  -4.44576
C  -2.04428  -1.32849  -4.82205
H  -3.02964  -1.59035  -4.41765
H  -1.80223  -2.08013  -5.58750
H  -2.11093  -0.36157  -5.33701
H  1.26045  -1.16501  -3.79264
H  0.44194  0.10083  -4.73165
H  0.52372  -1.55867  -5.35701
C  -1.65886  2.55623  -2.12333
C  -3.35341  1.31530  -3.47262
H  -1.25338  1.48462  -3.93934
H  -4.01742  1.20397  -2.60699
H  -3.58491  0.52970  -4.19566
H  -3.58312  2.27616  -3.95011
H  -1.83625  2.30067  -1.06903
H  -2.35577  3.35705  -2.40509
H  -0.64452  2.95157  -2.24339
C  1.40751  1.08379  -2.17740
H  0.74681  1.41051  -2.99051
H  2.28186  0.64493  -2.68013
H  1.76324  2.04127  -1.77583
O  -1.69779  1.23713  1.21653
N  -2.12795  1.09222  2.44621
C  -2.74588  -0.07586  2.81252
C  -3.15337  -0.27565  4.11972
C  -2.92311  0.71203  5.07888
C  -2.29291  1.89732  4.69014
C  -1.90235  2.07473  3.37584
H  -2.87924  -0.81362  2.02326
H  -3.63820  -1.21941  4.36731
H  -3.23158  0.56325  6.11375
H  -2.09207  2.70052  5.39614
H  -1.42252  2.98340  3.00969

Forces on the atoms, in the same order (eV/Å):
-1.8 -2.6 3.1
0.2 -0.1 -0.2
0.2 -0.4 0.5
1.1 0.7 1.0
0.4 0.6 -0.3
-1.1 -0.2 -1.1
-0.4 -0.7 0.0
-0.1 0.5 -0.4
0.2 0.4 -0.3
0.0 0.1 0.1
-0.2 0.1 0.0
-0.1 -0.1 0.2
0.0 -0.2 0.1
0.1 -0.1 0.1
0.0 -0.1 0.1
-0.1 -0.2 0.0
0.1 0.2 0.1
0.1 0.0 -0.2
-0.2 -0.1 0.1
0.0 -0.2 0.0
-0.2 0.1 -0.1
0.1 0.1 0.2
-0.2 0.0 -0.1
0.0 -0.1 0.2
0.2 0.0 -0.2
-0.2 0.0 -0.1
0.1 0.1 0.2
0.0 -0.2 0.0
0.3 -0.2 0.5
-0.5 -0.3 -0.1
0.1 0.3 0.7
-0.2 0.0 -0.1
0.3 -0.1 -0.1
-0.4 -0.2 -0.1
0.1 -0.2 -0.3
0.1 0.1 0.1
0.2 0.1 -0.2
-0.2 0.1 0.4
-0.4 0.0 0.2
0.2 0.0 -0.3
-0.2 0.0 -0.2
-0.2 0.1 0.3
0.2 0.1 0.1
0.1 0.1 -0.2
0.0 -0.2 0.1
-0.3 0.1 0.1
0.1 0.0 0.2
0.0 -0.2 -0.1
0.2 0.2 -0.2
0.1 0.3 -0.1
0.3 -0.1 0.0
0.1 0.0 0.0
0.0 0.0 -0.2
0.0 -0.3 0.1
-0.2 0.1 0.0
0.0 0.2 0.0
-0.2 0.0 0.0
0.1 -0.2 0.0
0.0 0.2 -0.2
0.0 -0.1 -0.1
0.0 -0.2 -0.3
0.2 0.1 0.0
-0.1 0.1 0.1
0.0 -0.2 0.1
-0.1 0.1 -0.1
0.1 -0.2 0.0
0.0 0.1 0.1
0.1 0.2 0.1
-0.1 0.0 -0.1
-0.2 0.0 0.2
0.1 0.1 -0.2
0.0 0.1 0.2
0.0 -0.2 0.1
0.0 0.1 -0.2
0.2 -0.1 0.1
-0.2 -0.1 0.1
2.2 2.5 -4.0
0.2 -0.2 0.1
-0.1 0.5 -0.1
0.1 -0.1 0.1
-0.4 -0.1 0.7
0.6 0.2 -1.9
-1.5 -2.5 1.6
0.3 -0.7 -2.4
-0.5 -0.2 1.6
1.1 1.2 -1.9
0.3 1.9 2.7
0.1 0.4 0.2
0.1 0.3 -0.1
0.1 0.0 -0.3
-0.1 -0.2 -0.2
-0.2 -0.4 0.1